No. 1
This record from OMol25 describes an isolated ion of composition C4H13N2 and charge +1 in a non-equilibrium geometry. The level of theory is ωB97M-V/def2-TZVPD.

Each line ends with the Mulliken charge.
Atoms and positions in Å:
C: 0.95554 0.38554 -2.36111  -0.88
N: -0.05777 -0.14093 -1.43236  -0.36
C: 0.58439 -0.91029 -0.30486  -0.56
C: -0.48422 -0.94318 0.76156  -0.74
N: -0.92283 0.43626 1.07111  -0.06
C: -0.13436 1.02649 2.24466  -0.94
H: 0.76362 0.22462 -3.41568  0.33
H: 1.00981 1.46561 -2.20686  0.28
H: 1.96352 0.06076 -2.10300  0.33
H: -0.66433 -0.86703 -1.80314  0.23
H: 0.89180 -1.93045 -0.51719  0.33
H: 1.35693 -0.19520 -0.02074  0.43
H: -1.30492 -1.59142 0.46461  0.43
H: -0.11741 -1.41942 1.67077  0.33
H: -1.88202 0.50405 1.37871  0.39
H: -0.66547 1.01385 0.26046  0.35
H: -0.18926 0.31722 3.06328  0.40
H: 0.85387 1.30913 1.90861  0.32
H: -0.72339 1.87420 2.57713  0.38

Properties
LUMO level: -0.1146 hartree
E_tot: -269.4409 hartree
Spin multiplicity: 1
Total charge: +1
SMILES string: CNCC[NH2+]C

=====

No. 2
This record from OMol25 describes C60H113BaN3O16 as an isolated structure in a non-equilibrium geometry. The level of theory is ωB97M-V/def2-TZVPD.

Each line ends with the Mulliken charge.
Atoms and positions in Å:
Ba: 4.39275 1.22419 0.00145  1.36
C: 0.00953 -1.18325 1.22566  0.31
C: -0.46439 -0.44925 -0.03679  2.18
C: -1.80010 0.23657 0.35716  0.39
C: -2.27059 1.32230 -0.61477  -0.95
C: -1.11680 2.29215 -0.80400  -0.85
C: 0.16514 1.67832 -1.34342  2.63
N: 0.51874 0.52713 -0.50087  1.12
O: 1.84046 0.09531 -0.66739  -0.68
C: 1.18344 2.81203 -1.22992  -0.78
C: 0.02507 1.24828 -2.80901  -1.18
C: -0.77218 -1.52753 -1.10460  -1.61
H: -0.46219 -2.17084 1.25474  -0.33
H: -0.30890 -0.68886 2.14669  -0.39
H: 1.07200 -1.41608 1.27416  -0.83
H: -1.73111 0.53447 1.40347  -0.57
H: -2.60253 -0.51244 0.36227  -0.91
H: -3.09837 1.80716 -0.09438  -0.19
H: -2.52100 0.90586 -1.59107  1.14
H: -0.93859 2.86316 0.11263  -0.66
H: -1.51624 3.02130 -1.52486  1.06
H: 0.77120 3.78745 -1.51008  0.11
H: 2.10878 2.68842 -1.78955  -0.55
H: 1.42101 2.93870 -0.17017  0.16
H: 1.00898 0.91215 -3.14123  -0.84
H: -0.23365 2.06298 -3.49607  0.51
H: -0.70409 0.45366 -2.95764  0.14
H: 0.17826 -1.87084 -1.51705  0.25
H: -1.43857 -1.09321 -1.85336  0.41
H: -1.29896 -2.40267 -0.71253  0.02
C: 7.93958 -1.42085 3.23171  -1.74
C: 7.21524 -1.40596 1.88668  1.61
C: 7.42310 -2.78530 1.20161  -1.35
C: 6.66414 -3.92055 1.81864  -1.00
C: 5.18805 -3.51978 1.82117  -0.62
C: 4.84386 -2.13745 2.43557  1.38
N: 5.78565 -1.10852 1.96673  1.17
O: 5.45139 0.18788 2.42519  -0.84
C: 4.57460 -2.29429 3.93647  -1.15
C: 3.46473 -1.84546 1.78209  -1.04
C: 7.81551 -0.40690 0.91380  -1.98
H: 7.70848 -0.46957 3.71940  0.33
H: 9.02086 -1.43438 3.08369  0.43
H: 7.59729 -2.22749 3.87570  0.34
H: 8.49218 -2.99176 1.33060  0.52
H: 7.21582 -2.70217 0.13232  0.32
H: 6.97055 -4.11785 2.85065  0.35
H: 6.79724 -4.87272 1.30163  0.50
H: 4.66800 -4.28761 2.40632  -0.14
H: 4.77912 -3.63496 0.81401  0.35
H: 3.90265 -3.11673 4.17261  -0.08
H: 4.23907 -1.33197 4.32264  0.23
H: 5.52093 -2.54852 4.42427  0.45
H: 3.04006 -0.88754 2.08706  -0.29
H: 2.78617 -2.62099 2.14965  0.08
H: 3.49886 -1.86950 0.69169  0.33
H: 7.83084 0.64034 1.21760  0.28
H: 7.39788 -0.49226 -0.09490  0.33
H: 8.86869 -0.65760 0.73019  0.45
C: -4.96560 -3.18520 1.99718  -0.49
C: -5.91758 -3.03436 2.99990  -0.72
C: -5.58610 -2.27684 4.11626  -0.48
C: -4.37280 -1.59226 4.18398  -0.58
C: -3.49576 -1.69623 3.11564  0.38
C: -3.77656 -2.49151 2.02433  -0.01
N: -4.10874 -0.70108 5.30692  1.20
O: -2.97546 -0.27129 5.45685  -0.63
O: -5.03591 -0.39065 6.01293  -0.62
H: -5.19312 -3.68823 1.06283  0.42
H: -6.87847 -3.51357 2.88806  0.46
H: -6.26297 -2.21571 4.95828  0.47
H: -2.54535 -1.17766 3.17823  0.53
H: -3.01735 -2.67528 1.27527  0.14
C: 3.82272 -0.07661 -4.64098  -1.23
C: 3.69209 1.29786 -4.03423  1.03
O: 4.20147 1.66225 -2.99596  -0.45
C: 2.74923 2.21934 -4.77886  -0.81
H: 3.46243 -0.03779 -5.66658  0.36
H: 3.24447 -0.81396 -4.08721  0.12
H: 4.87332 -0.37076 -4.61434  0.45
H: 1.88733 1.71084 -5.21057  0.32
H: 3.34707 2.68446 -5.56889  0.50
H: 2.34323 3.00001 -4.13870  -0.18
C: -3.91463 5.18244 3.72739  -1.44
C: -3.55774 4.84571 2.28352  0.71
O: -4.00174 3.87333 1.71912  -0.31
C: -2.50240 5.73399 1.63647  -0.58
H: -4.73486 5.90279 3.73332  0.39
H: -3.01964 5.57352 4.20396  0.40
H: -4.29597 4.27368 4.17845  0.36
H: -1.68670 5.07343 1.34161  -0.10
H: -2.08666 6.44161 2.34966  0.40
H: -3.03490 6.20633 0.81194  0.38
C: -5.83782 -0.51415 -0.58574  0.03
C: -6.80423 -1.55408 -1.11821  0.32
O: -7.26552 -2.41705 -0.41436  -0.57
C: -7.16212 -1.43495 -2.58949  -1.08
H: -4.80929 -0.78160 -0.84381  -0.05
H: -5.88478 -0.55595 0.50185  -0.12
H: -6.06782 0.48563 -0.94946  0.61
H: -6.77511 -0.47349 -2.94512  0.27
H: -8.23357 -1.30374 -2.73638  0.35
H: -6.67735 -2.17509 -3.22211  0.25
C: -2.82945 2.41857 3.38973  -0.78
C: -4.31366 2.09768 3.31869  0.63
O: -5.12688 2.57214 4.07296  -0.74
C: -4.78751 1.21944 2.18401  -0.53
H: -2.62566 2.82192 4.38321  0.42
H: -2.59160 3.18568 2.64986  -0.31
H: -2.20953 1.52999 3.28266  0.32
H: -5.57167 0.63225 2.66243  0.70
H: -4.03603 0.63221 1.66786  -0.41
H: -5.22568 1.88393 1.43397  0.59
C: -0.45962 6.37699 -0.83511  0.17
C: 0.00064 7.10020 -2.06443  0.49
O: 1.19615 7.18579 -2.27646  -0.59
C: -0.98488 7.75121 -2.98419  -1.21
H: -1.06178 5.52516 -1.16218  -0.42
H: -1.05620 7.05520 -0.22458  0.70
H: 0.35686 5.99813 -0.22422  -0.09
H: -0.46953 7.85183 -3.93863  0.38
H: -1.18688 8.75781 -2.62000  0.32
H: -1.83802 7.08619 -3.11315  0.25
C: 0.93377 3.23584 2.79056  -0.50
C: 2.06194 2.24313 2.67218  0.67
O: 2.94319 2.40685 1.85230  -0.41
C: 2.08892 1.11480 3.65417  -0.77
H: -0.03420 2.77982 2.56367  -0.31
H: 1.03941 4.06061 2.08823  0.08
H: 0.86251 3.56714 3.82742  0.65
H: 3.11673 0.76148 3.75823  -0.08
H: 1.41331 0.29864 3.40164  0.01
H: 1.78988 1.54017 4.61541  0.62
C: -2.24164 -4.33170 -2.92748  -0.24
C: -3.14743 -4.86728 -1.83294  0.54
O: -4.07841 -4.23905 -1.39317  -0.47
C: -2.76649 -6.21024 -1.21259  -1.28
H: -1.50297 -3.66355 -2.48063  -0.17
H: -2.76790 -3.64033 -3.58538  0.25
H: -1.84345 -5.17811 -3.48304  0.39
H: -3.52549 -6.42851 -0.46454  0.39
H: -1.77561 -6.22108 -0.75796  0.20
H: -2.78919 -6.97448 -1.99259  0.39
C: 1.61713 -5.06299 -0.80819  -0.04
C: 1.81059 -5.67200 -2.18693  0.58
O: 2.50638 -5.10346 -2.99783  -0.57
C: 0.99302 -6.88229 -2.61552  -1.05
H: 0.58473 -4.71707 -0.71670  -0.19
H: 2.27007 -4.19453 -0.78662  0.06
H: 1.83247 -5.85464 -0.08966  0.41
H: -0.05776 -6.67884 -2.82015  0.04
H: 1.02676 -7.70291 -1.89611  0.37
H: 1.47258 -7.22731 -3.53136  0.38
C: -0.28283 -4.75886 2.87110  -0.18
C: 0.68214 -5.43590 3.82547  0.34
O: 0.26625 -6.09716 4.74580  -0.60
C: 2.16094 -5.40739 3.49910  -0.04
H: -1.11687 -5.44014 2.71068  0.46
H: 0.15742 -4.35598 1.96073  -0.24
H: -0.70685 -3.88003 3.36851  0.10
H: 2.60428 -4.60049 4.08490  -0.33
H: 2.32832 -5.36663 2.42412  -0.03
H: 2.64928 -6.32433 3.83095  0.48
C: 3.78686 5.25857 -2.81698  -0.94
C: 3.86123 5.01459 -1.32924  0.81
O: 3.99382 3.89195 -0.88265  -0.29
C: 3.78094 6.21557 -0.45491  -1.17
H: 4.38439 4.48067 -3.30192  0.28
H: 4.20657 6.19096 -3.18320  0.50
H: 2.76403 5.07316 -3.14218  0.08
H: 2.77251 6.60299 -0.61978  0.15
H: 4.53755 6.94231 -0.74998  0.45
H: 4.00525 5.90280 0.56397  0.30
C: -3.94095 1.99234 -2.41071  -0.05
C: -4.52135 3.37422 -2.63294  0.12
O: -5.40377 3.58911 -3.42752  -0.63
C: -3.96060 4.43409 -1.74225  0.32
H: -2.86196 1.99994 -2.25531  0.15
H: -4.16465 1.27549 -3.19600  0.44
H: -4.44142 1.73771 -1.46918  -0.34
H: -3.30482 5.09712 -2.31533  -0.11
H: -3.41294 4.05173 -0.88140  -0.50
H: -4.71464 5.12545 -1.36019  0.47
C: 0.57358 -2.11641 -4.52592  1.00
C: -0.31136 -1.65077 -5.67315  0.76
O: -0.09344 -0.66465 -6.32869  -0.59
C: -1.47049 -2.58342 -5.99399  -1.10
H: 1.16704 -1.25598 -4.22799  -0.96
H: 1.17486 -3.01405 -4.66918  0.80
H: -0.07505 -2.37718 -3.68687  -0.71
H: -1.86656 -2.45190 -6.99768  0.41
H: -2.26664 -2.25915 -5.31580  0.15
H: -1.20838 -3.61514 -5.76839  0.33

Properties
LUMO level: -0.0076 hartree
E_tot: -3747.3086 hartree
Spin multiplicity: 1

=====

No. 3
This record from OMol25 describes one molecule with the formula C10H8INO in a non-equilibrium geometry. The level of theory is ωB97M-V/def2-TZVPD.

Each line ends with the Mulliken charge.
Atoms and positions in Å:
N: 2.31944 -1.31728 -0.36572  -0.45
C: 1.69229 -0.46643 -0.86476  0.15
C: 0.99154 0.65531 -1.51126  -0.30
C: -0.46667 0.48096 -1.76275  0.63
O: -0.87820 -0.12737 -2.75106  -0.56
C: -1.48891 1.31691 -0.98130  -1.07
C: -1.28792 1.01803 0.51065  0.31
C: -1.81062 -0.15298 1.05105  -0.31
C: -1.57431 -0.47454 2.39538  -0.65
C: -0.78566 0.38946 3.17598  -0.07
C: -0.29181 1.58825 2.64024  -0.51
I: 1.17499 2.91137 3.74095  0.02
C: -0.61868 1.92162 1.32436  -0.01
H: 1.52109 0.78879 -2.47079  0.36
H: 1.15903 1.51784 -0.86828  0.25
H: -2.50776 1.02636 -1.28065  0.31
H: -1.35875 2.37419 -1.21453  0.41
H: -2.30829 -0.88492 0.41340  0.36
H: -1.87150 -1.42060 2.76828  0.41
H: -0.63513 0.14555 4.25114  0.32
H: -0.29380 2.88036 0.89957  0.40

Properties
LUMO level: -0.0061 hartree
E_tot: -813.5161 hartree
Spin multiplicity: 1
SMILES string: N#CCC(=O)Cc1cccc(I)c1